(1)
10
Properties=species:S:1:pos:R:3 method="wB97M-V/def2-TZVPD" e_tot_ha=-355.58080 homo_energy_ev=-10.48 e_above_lowest_kcal_mol=37.08 orbital_gap_ha=0.380
N 1.0417 0.6820 0.2228
C 0.0260 -0.2135 0.1490
N 1.4457 1.0516 -0.9868
N 0.7036 0.4397 -1.8603
O -1.1483 0.2501 2.1296
C -0.9573 -0.4960 1.1976
C -0.1655 -0.3655 -1.2015
H 1.5386 1.0185 1.0361
H -1.5777 -1.3942 1.0149
H -0.9068 -0.9727 -1.7013

***

(2)
10
Properties=species:S:1:pos:R:3 method="wB97M-V/def2-TZVPD" e_tot_ha=-355.60373 homo_energy_ev=-10.07 e_above_lowest_kcal_mol=22.69 orbital_gap_ha=0.397
O -1.4090 2.7283 1.0437
C -0.4558 2.3102 0.5916
N -1.2314 -1.0034 -0.3264
C -0.3284 -0.4926 -1.1167
N 0.8645 -0.3829 -0.4704
C 0.6132 -0.8560 0.7810
N -0.6300 -1.2358 0.8854
H 1.7021 0.0688 -0.8007
H -0.4814 -0.2113 -2.1470
H 1.3563 -0.9253 1.5594